Record 1
Formula: C2H8ClN2OP
Source: the OMol25 dataset
Level of theory: the ωB97M-V functional and the def2-TZVPD basis

XYZ file:
```
15
Properties=species:S:1:pos:R:3:forces:R:3
C 0.4546 2.4066 -0.0321 0.159 -2.176 0.640
N -0.6884 1.5964 0.5278 1.486 0.230 3.022
P -0.8461 0.0669 -0.1068 3.916 -1.576 -0.327
O -0.6158 -0.0019 -1.5663 -0.509 0.638 0.620
Cl -2.6634 -0.4111 0.4076 -1.148 -0.605 0.694
N 0.5062 -1.2001 0.5527 -2.905 2.065 -2.015
C 0.4590 -2.3064 -0.4515 2.660 -3.584 4.368
H 1.4566 2.1668 0.4222 -1.029 0.069 -0.293
H 0.4151 1.9890 -1.0203 0.704 1.076 -1.065
H 0.2308 3.4354 0.1288 -0.186 0.732 -0.433
H -0.5714 1.6267 1.5930 -0.849 -0.379 -1.928
H 0.3381 -1.5129 1.4783 -0.323 -0.261 1.042
H 1.5212 -2.8227 -0.4288 -1.803 1.370 -0.625
H -0.1883 -3.2325 -0.2293 0.236 1.727 -0.132
H 0.1918 -1.8002 -1.2757 -0.409 0.675 -3.569
```
Positions in Å, forces in eV/Å.

Output
DFT total energy: -1067.31849 Eh
gap between HOMO and LUMO: 10.19 eV
E_HOMO: -9.5 eV
structure (SMILES): CNP(=O)(Cl)NC

=====

Record 2
Formula: C2H8ClO2Ti
Source: the OMol25 dataset
Level of theory: the ωB97M-V functional and the def2-TZVPD basis

XYZ file:
```
14
Properties=species:S:1:pos:R:3:forces:R:3
Ti 15.7697 -21.2658 6.5763 3.938 0.110 1.604
Cl 13.8624 -21.3436 5.7805 5.406 -0.591 2.332
C 11.6219 -19.6545 5.8142 2.048 2.111 0.679
O 12.1783 -19.9369 4.5306 -2.176 2.317 -0.960
H 11.8961 -20.3622 6.5965 -0.775 -0.201 -0.241
H 12.2588 -18.8217 6.1126 -0.251 0.753 0.629
H 10.6133 -19.2693 5.9641 -0.223 -0.688 -1.039
H 12.9997 -20.3795 4.7563 -0.203 1.720 -1.505
C 11.2796 -22.6898 6.2792 0.061 0.106 -0.031
O 11.7481 -22.0566 5.1224 -4.307 -3.655 -0.805
H 10.8010 -21.9843 6.9584 0.004 0.281 0.282
H 10.4897 -23.4138 6.0792 0.276 -0.198 -0.464
H 12.0922 -23.1745 6.8204 0.083 -0.310 0.227
H 12.5496 -21.5557 5.2900 -3.881 -1.755 -0.707
```
Positions in Å, forces in eV/Å.

Output
⟨S²⟩: 3.754
DFT total energy: -1540.84313 Eh
gap between HOMO and LUMO (spin up / spin down): 6.88 / 8.03 eV
2S+1: 4
E_HOMO (spin up / spin down): -7.5 / -8.6 eV